1.
11
Properties=species:S:1:pos:R:3:forces:R:3 method="wB97M-V/def2-TZVPD" spin_multiplicity=3 e_lumo_ev="0.5 / -0.9" gap_ev="7.3 / 9.6" s2=2.008 e_above_lowest_kj_mol=28.4 energy_ev=-11148.3688
O 3.132 -0.422 0.375 -3.01 -4.37 -1.01
O 3.511 1.486 1.308 2.16 2.99 0.93
N 0.221 -0.036 1.241 -1.48 1.01 2.80
N 2.727 0.634 1.072 -1.97 -0.60 0.26
N 0.521 -0.958 0.460 1.45 -1.31 0.60
N -0.003 -0.426 -0.601 -1.02 -0.13 -4.14
C -0.596 0.616 0.189 0.48 0.82 -0.35
H -0.214 1.629 -0.090 -0.60 -0.69 0.39
H 2.166 -1.066 0.411 3.42 2.07 -0.15
H -0.299 -0.930 -1.428 -0.06 -0.08 0.27
H -1.694 0.512 0.257 0.62 0.29 0.40

2.
20
Properties=species:S:1:pos:R:3:forces:R:3 method="wB97M-V/def2-TZVPD" e_lumo_ev=0.7 gap_ev=9.7 e_above_lowest_kj_mol=182.1 energy_ev=-9942.3087 smiles="C=CCNC.O.O"
O 1.417 1.043 1.631 0.63 0.38 0.05
O -0.728 2.870 0.164 0.03 0.49 0.09
N 0.417 -0.397 -0.894 0.15 -0.23 0.04
C -0.503 -1.412 1.952 1.08 0.12 0.01
C 0.224 0.211 -2.198 0.57 0.08 -1.83
C -0.779 -1.139 -0.477 -0.44 -1.17 -0.78
C -0.689 -2.013 0.771 -1.03 1.79 1.14
H -0.397 -1.875 2.928 -0.57 -0.54 -0.20
H 2.141 1.450 2.113 -0.05 0.34 0.47
H -0.839 3.766 0.516 0.02 -0.38 -0.16
H 1.916 0.510 1.006 -0.54 -0.36 -0.54
H -0.003 -0.523 -2.997 -0.44 -0.13 0.36
H -1.635 -0.466 -0.406 0.22 0.24 0.18
H -0.487 1.023 -2.334 -0.25 -0.04 0.83
H 1.170 0.606 -2.591 0.06 0.17 0.56
H -0.241 -0.363 2.007 0.03 0.03 -0.29
H -1.045 -1.833 -1.286 -0.15 0.03 -0.22
H -1.211 -2.960 0.788 0.66 -0.50 -0.46
H 1.112 -1.103 -1.133 0.09 -0.04 0.65
H 0.159 2.606 0.442 -0.07 -0.29 0.10

3.
6
Properties=species:S:1:pos:R:3:forces:R:3 method="wB97M-V/def2-TZVPD" total_charge=+1 e_lumo_ev=-6.5 gap_ev=8.8 e_above_lowest_kj_mol=86.7 energy_ev=-58185.7485
Cl -1.242 -2.856 0.307 -0.11 -0.37 0.39
Cl 1.665 -1.853 1.280 -0.33 -0.46 -0.10
Cl -0.447 0.162 -0.129 -0.33 0.26 -0.46
P 0.468 -2.117 -0.300 0.43 1.01 0.03
P 0.537 2.144 0.678 -0.95 -0.53 -0.71
O 1.624 1.530 1.360 1.29 0.09 0.85

4.
69
Properties=species:S:1:pos:R:3:forces:R:3 method="wB97M-V/def2-TZVPD" total_charge=+1 e_lumo_ev=-3.6 gap_ev=6.9 e_above_lowest_kj_mol=85.1 energy_ev=-66848.3546
Pb -0.190 -0.180 -0.188 -0.27 0.56 0.30
Cl -0.952 -7.037 1.977 0.42 -1.05 0.31
Si -2.263 4.211 0.021 0.72 1.41 -0.33
O -1.714 -1.627 0.014 -0.90 -1.45 0.52
N -0.784 -0.103 -3.683 -1.21 0.77 0.32
N 0.156 -0.842 2.023 0.09 0.16 -0.65
N 1.196 1.438 1.111 1.33 1.40 -0.89
C 2.348 1.904 3.227 -0.69 0.86 -2.45
C -0.253 -4.496 1.796 2.60 2.96 1.00
C 1.814 2.479 0.536 -1.31 -0.82 1.76
C 3.874 -1.196 -2.939 -3.29 -0.01 0.70
C 2.938 2.992 2.546 2.07 0.02 1.70
C 0.056 -3.553 -2.745 0.46 -0.22 0.32
C -1.375 5.002 1.502 -0.09 -4.07 0.03
C 3.956 -0.499 -1.756 0.44 0.12 0.84
C 2.708 3.276 1.258 0.30 0.84 -1.27
C -1.179 -4.190 -2.960 1.38 0.78 0.99
C 2.590 -1.744 -3.302 1.80 1.29 0.85
C -3.985 4.830 -0.163 1.08 0.73 0.86
C -1.339 4.624 -1.611 1.05 -2.82 2.39
C -1.584 -2.825 0.579 0.54 0.91 -1.36
C -2.249 -5.130 0.732 0.70 -0.51 0.08
C 0.167 -2.163 -2.966 0.66 -0.77 1.64
C -2.186 -2.089 -3.514 1.56 0.58 0.66
C 1.624 0.659 5.106 1.56 0.74 0.60
C -0.954 -1.430 -3.375 0.17 -0.97 -0.57
C -1.073 -5.442 1.399 -0.87 -1.10 0.46
C 0.813 0.011 2.923 0.64 0.17 1.39
C 0.858 -0.186 4.314 -1.47 -0.81 -1.75
C 2.824 -0.320 -0.943 0.40 -0.76 -1.12
C 1.476 -1.524 -2.492 -1.23 -0.45 -1.45
C 0.260 -2.132 2.128 0.62 -0.46 0.88
C -2.290 -3.417 -3.209 -0.10 0.12 -0.64
C -1.697 1.308 -0.100 -0.16 1.35 0.29
C -2.160 2.426 0.117 1.06 -2.84 -0.39
C 2.475 1.637 4.557 -0.96 -1.39 2.05
C -0.447 -3.108 1.338 0.52 -1.78 2.30
C 1.571 -0.766 -1.317 0.58 -0.31 -0.54
C -2.507 -3.880 0.334 1.62 0.82 0.59
C 1.478 1.160 2.411 -0.96 -1.44 -0.31
H 3.181 2.207 5.154 -0.28 -0.08 0.11
H 1.637 0.510 6.184 -0.03 -0.02 -0.23
H 0.166 -0.985 4.677 0.96 0.81 0.20
H -3.039 -1.532 -3.779 -0.93 0.61 -0.28
H -1.509 0.336 -4.252 0.61 -0.18 0.30
H 3.045 0.069 -0.008 -0.11 1.08 1.64
H -4.325 4.655 -1.150 -0.59 -0.09 -0.91
H 4.923 -0.092 -1.371 -0.91 -0.41 -0.54
H 3.741 3.528 3.080 -0.69 0.06 -0.17
H 2.482 -2.236 -4.254 -0.12 -0.27 -0.02
H 0.571 -4.705 2.537 -0.91 0.22 -1.05
H -3.290 -3.777 -3.225 -0.52 -0.88 -0.08
H -1.542 4.378 2.421 -0.17 0.88 -0.61
H -3.853 5.901 0.028 -0.40 0.05 -0.26
H -1.818 3.976 -2.337 0.26 0.21 -0.49
H 0.156 0.135 -3.879 0.63 0.54 -0.47
H 3.224 4.128 0.788 -0.42 -0.56 0.15
H -1.514 5.636 -1.719 -0.01 2.13 -0.87
H 1.445 2.782 -0.408 0.00 -0.01 -1.15
H -1.221 -5.220 -2.741 -0.35 -1.05 0.09
H -4.647 4.448 0.580 -0.65 -0.33 0.41
H 0.954 -4.128 -2.294 -1.61 0.98 -1.07
H 0.944 -2.503 2.968 -0.99 0.21 -1.17
H -1.651 5.973 1.587 -1.11 2.98 0.68
H -0.238 4.359 -1.425 -1.52 0.52 -0.67
H -0.319 4.999 1.371 1.06 -0.11 -0.34
H 4.688 -1.196 -3.577 1.45 -0.49 -1.24
H -3.339 -3.736 -0.229 -2.36 0.93 -1.50
H -2.846 -5.990 0.586 -1.16 -0.31 -0.56

5.
30
Properties=species:S:1:pos:R:3:forces:R:3 method="wB97M-V/def2-TZVPD" e_lumo_ev=-0.9 gap_ev=8.6 energy_ev=-49995.2910
Rh 0.666 0.915 -0.226 -0.29 0.17 -0.64
S -1.900 0.532 -0.766 -0.04 0.43 0.10
S 0.691 -1.615 0.432 -0.15 -0.31 -0.21
O -0.948 0.856 -1.853 -0.11 -0.07 0.05
O -3.227 1.014 -0.967 -0.02 -0.08 0.04
O 1.331 -2.804 0.888 0.05 0.03 0.01
O -1.233 1.031 0.494 -0.01 -0.12 -0.29
O 2.618 1.174 -0.870 0.11 0.02 0.12
O 0.938 -1.155 -0.947 0.23 -0.29 0.37
O 0.998 -0.431 1.331 0.15 0.11 -0.07
N 4.415 2.451 -0.510 -0.01 0.01 -0.01
C 2.302 2.992 0.645 0.07 0.00 -0.14
C -3.621 -3.025 -0.153 -0.03 0.03 -0.03
C -3.299 -1.743 -0.585 0.02 -0.03 -0.02
C -1.412 -3.254 0.748 -0.01 0.02 0.01
C -2.684 -3.771 0.526 0.03 -0.04 0.03
C 3.134 2.154 -0.295 -0.01 0.04 0.14
C 0.855 2.842 0.193 -0.06 -0.10 0.34
C -2.040 -1.214 -0.365 0.13 -0.06 -0.10
C -1.069 -1.989 0.306 -0.10 0.07 0.18
H 4.851 3.236 -0.061 -0.01 0.00 0.00
H 0.104 3.194 0.895 0.16 0.17 0.09
H 2.432 2.577 1.649 0.00 -0.04 -0.02
H 2.662 4.026 0.672 0.00 -0.01 -0.01
H -0.659 -3.847 1.246 0.00 -0.01 0.01
H -4.610 -3.420 -0.339 0.00 0.01 -0.01
H -2.926 -4.764 0.881 0.01 0.00 0.01
H 4.965 1.853 -1.105 -0.01 0.00 -0.01
H 0.703 3.310 -0.788 -0.11 0.05 0.04
H -4.036 -1.124 -1.077 -0.02 -0.02 0.00

6.
6
Properties=species:S:1:pos:R:3:forces:R:3 method="wB97M-V/def2-TZVPD" total_charge=+1 spin_multiplicity=2 e_lumo_ev="-3.8 / -10.3" gap_ev="12.6 / 4.1" s2=0.757 e_above_lowest_kj_mol=8.7 energy_ev=-21725.1107
S -1.942 -0.151 -0.384 0.36 -0.25 -0.31
S 2.133 -0.029 -0.245 -0.66 -0.29 -0.36
H -1.195 0.910 -0.722 -0.10 0.24 0.07
H 1.313 -1.100 -0.394 0.34 0.04 0.05
H 1.429 0.375 0.815 0.05 0.10 0.36
H -1.738 -0.004 0.930 0.01 0.16 0.19